[1]
Formula: C40H70BN6O17S2
Source: the Open Molecules 2025 dataset
Level of theory: wB97M-V/def2-TZVPD

Geometry as XYZ:
```
136
C40H70BN6O17S2 | the Open Molecules 2025 dataset | wB97M-V/def2-TZVPD
C -2.5664 -1.5916 -1.6865
C -3.7709 -0.7070 -1.5952
O -4.2213 -0.3814 -0.5371
N -4.3553 -0.2955 -2.8448
C -5.8346 -0.4465 -2.8025
C -3.9909 1.1125 -3.0652
C -2.4945 1.3562 -2.9126
C -2.1051 2.7183 -3.4781
C -0.5764 2.9624 -3.5316
N 0.0880 2.3889 -2.3367
C 0.2665 3.4517 -1.3665
C 0.9902 3.0115 -0.0980
C 1.0044 4.2080 0.8591
B -0.3153 4.1190 1.7471
O -0.4101 3.1078 2.7041
O -1.2902 5.0412 1.5928
N 2.3466 2.5709 -0.5418
C 3.3878 2.4150 0.5367
C 2.9404 1.7200 1.8242
C 3.2556 2.5306 3.0573
N 2.2796 2.5122 4.0458
O 4.3105 3.0899 3.1481
C 2.2463 1.3846 -1.4743
C 1.9087 0.0811 -0.7407
C 3.1395 -0.7889 -0.4522
C 2.7125 -2.1671 0.1073
C 3.0150 -3.3281 -0.8493
S 1.5656 -4.0546 -1.6588
C 0.5636 -4.2323 -0.2561
N -0.6470 -3.8179 -0.0681
N -0.9950 -4.2080 1.2237
C 0.0409 -4.8052 1.7056
O 1.0724 -4.8746 0.8262
C 1.3572 1.7342 -2.6879
C 1.1181 0.5196 -3.5715
C 2.3936 -0.2110 -3.9861
C 2.1104 -1.1980 -5.1252
S 3.3579 -2.5037 -5.2069
H -1.6667 -1.0294 -1.4357
H -2.6673 -2.3898 -0.9557
H -2.4538 -2.0158 -2.6789
H -6.1364 -1.0998 -3.6184
H -6.1637 -0.8637 -1.8572
H -6.3162 0.5167 -2.9596
H -4.5064 1.7750 -2.3617
H -4.2783 1.4103 -4.0733
H -2.2265 1.3789 -1.8602
H -1.9359 0.5853 -3.4464
H -2.5061 3.5034 -2.8362
H -2.5465 2.8950 -4.4598
H -0.1320 2.5854 -4.4481
H -0.4374 4.0473 -3.5638
H -0.7245 3.8023 -1.0727
H 0.8309 4.3062 -1.7812
H 0.4346 2.1651 0.2989
H 0.9416 5.1305 0.2868
H 1.8576 4.2205 1.5362
H -1.0196 2.4000 2.4625
H -2.1802 4.6429 1.6159
H 2.6806 3.3332 -1.1367
H 4.2414 1.9235 0.0787
H 3.7323 3.4177 0.7775
H 3.5480 0.8212 1.9374
H 1.9083 1.3845 1.8529
H 2.7036 2.7835 4.9264
H 1.4709 3.0895 3.8496
H 3.2541 1.2671 -1.8735
H 1.2359 -0.5218 -1.3419
H 1.3951 0.2681 0.2003
H 3.7072 -0.9473 -1.3661
H 3.7997 -0.3118 0.2686
H 3.2264 -2.3525 1.0483
H 1.6517 -2.1042 0.3489
H 3.5332 -4.1163 -0.3076
H 3.6979 -3.0257 -1.6408
H 0.1850 -5.2305 2.6824
H 1.9480 2.4501 -3.2969
H 0.5704 0.8013 -4.4677
H 0.4732 -0.1970 -3.0598
H 2.7953 -0.8013 -3.1699
H 3.1233 0.5222 -4.3354
H 1.1527 -1.6804 -4.9348
H 2.0612 -0.7019 -6.0896
H 2.7790 -3.4490 -4.4634
C -4.7758 2.8492 3.5063
C -4.9357 3.7660 2.3237
C -6.2378 3.6667 1.5605
O -5.8477 4.0868 0.2345
C -4.5532 3.7924 0.0770
O -3.9515 3.8337 -0.9502
O -3.9917 3.4359 1.2639
H -3.7615 2.9013 3.8885
H -5.4701 3.1234 4.2969
H -4.9612 1.8145 3.2142
H -4.7471 4.8034 2.6163
H -7.0194 4.3149 1.9448
H -6.6062 2.6416 1.4989
C -0.9156 -8.0854 1.5402
C -0.9238 -9.3824 2.3054
C -2.0218 -10.3584 1.9404
O -2.1916 -11.0827 3.1642
C -1.8234 -10.2690 4.1846
O -2.0069 -10.4912 5.3330
O -1.2118 -9.1570 3.6957
H -0.1806 -7.4093 1.9688
H -0.6656 -8.2592 0.4935
H -1.8874 -7.5928 1.5947
H 0.0550 -9.8675 2.2457
H -1.7577 -11.0356 1.1326
H -2.9611 -9.8533 1.7032
C 7.6793 -3.0543 -6.9225
C 8.2950 -2.5332 -5.6511
C 8.2900 -3.4969 -4.4850
O 8.2638 -2.6053 -3.3590
C 7.6730 -1.4567 -3.7596
O 7.3267 -0.5839 -3.0281
O 7.5200 -1.4442 -5.1020
H 7.5962 -2.2572 -7.6602
H 8.2813 -3.8558 -7.3492
H 6.6725 -3.4299 -6.7340
H 9.3032 -2.1543 -5.8378
H 9.1639 -4.1406 -4.4411
H 7.3834 -4.1060 -4.4595
C -2.8380 6.0549 8.8809
C -3.4864 5.4506 7.6642
C -4.9519 5.0993 7.8056
O -5.0903 4.0221 6.8638
C -3.8840 3.4167 6.7525
O -3.7000 2.3833 6.1947
O -2.9286 4.1540 7.3592
H -1.7635 6.1512 8.7328
H -3.2527 7.0430 9.0778
H -2.9944 5.4234 9.7557
H -3.3279 6.0889 6.7899
H -5.6257 5.9128 7.5520
H -5.1937 4.7194 8.8000
```

highest occupied orbital energy: -10.52 eV
net charge: +1
strongest force on any atom: 0.0206 hartree/bohr


[2]
Formula: C40H70Cl24FN2O8
Source: the Open Molecules 2025 dataset
Level of theory: wB97M-V/def2-TZVPD

Geometry as XYZ:
```
145
C40H70Cl24FN2O8 | the Open Molecules 2025 dataset | wB97M-V/def2-TZVPD
C -3.6071 -3.4270 -5.1829
C -4.0339 -3.4272 -3.6625
C -4.7033 -2.0927 -3.1812
O -3.8250 -0.9401 -3.3685
O -4.5720 0.1230 -2.8791
C -4.5765 1.1901 -3.7668
O -5.6034 1.8019 -3.8864
C -3.3000 1.6282 -4.5603
C -3.3835 2.1546 -5.9630
C -4.7662 2.3191 -6.6718
C -2.1397 2.5501 -6.6607
N -0.8874 2.4324 -6.0614
C 0.3091 2.8577 -6.7849
O 0.2081 3.8416 -7.4740
N 1.5836 2.2133 -6.6829
C 1.5025 0.7810 -6.7862
O 0.5546 0.1680 -7.1557
F 2.6550 0.0903 -6.4566
C -0.7307 1.9505 -4.7549
C -1.9223 1.5536 -3.9792
C -1.6854 1.0644 -2.4935
O -2.5359 1.8645 -1.6830
C -2.0125 2.0060 -0.3683
O -0.7371 2.6800 -0.3718
C -0.0087 2.1159 0.7638
C 1.2091 3.0547 1.1169
O 2.2392 2.2400 1.6943
H -3.3936 -4.4943 -5.4915
H -2.6724 -2.8099 -5.3429
H -4.4046 -3.0325 -5.8723
H -3.1369 -3.6728 -3.0336
H -4.7955 -4.2504 -3.5334
H -4.9844 -2.2108 -2.0940
H -5.6215 -1.8807 -3.8118
H -5.4259 1.4588 -6.3664
H -4.6361 2.3907 -7.7818
H -5.2427 3.2546 -6.2552
H -2.2053 2.9670 -7.6953
H 2.1970 2.6087 -7.4055
H 0.2794 1.8623 -4.2676
H -1.8898 -0.0482 -2.4124
H -0.5861 1.2020 -2.3010
H -2.7177 2.7000 0.1823
H -1.9976 1.0397 0.2140
H -0.7335 2.1172 1.6356
H 0.2751 1.0631 0.4789
H 0.8452 3.7842 1.8982
H 1.5097 3.5799 0.1718
H 2.1534 1.3135 1.4132
Cl 2.6801 1.7987 -1.3545
C 4.3057 2.3435 -1.8426
C 4.4734 3.8378 -1.6961
Cl 3.4872 4.7447 -2.8772
H 4.4772 2.0187 -2.8691
H 5.0183 1.8240 -1.1982
H 5.5129 4.1113 -1.8755
H 4.2000 4.1760 -0.6967
Cl 7.0723 5.9780 0.5115
C 8.7590 5.7999 -0.0334
C 8.8467 5.3878 -1.4856
Cl 8.2687 3.7223 -1.7440
H 9.2508 5.0779 0.6183
H 9.2408 6.7684 0.1054
H 9.8853 5.4177 -1.8173
H 8.2661 6.0511 -2.1264
Cl -4.5512 3.1123 2.1165
C -4.0483 3.8863 3.6422
C -2.7442 4.6359 3.4967
Cl -1.3573 3.5382 3.2507
H -3.9834 3.1130 4.4091
H -4.8453 4.5807 3.9242
H -2.5399 5.2017 4.4065
H -2.7750 5.3347 2.6611
Cl -4.7574 -1.5538 5.1966
C -5.3256 -1.0951 3.5718
C -4.1982 -1.0605 2.5630
Cl -3.0645 0.2800 2.8741
H -5.8254 -0.1292 3.6476
H -6.0648 -1.8374 3.2755
H -4.6030 -0.9071 1.5612
H -3.6303 -1.9889 2.5612
Cl -5.4534 5.4316 5.8340
C -6.4543 6.9059 5.8907
C -7.6611 6.8059 4.9861
Cl -7.2081 6.8122 3.2629
H -5.8231 7.7535 5.6256
H -6.7758 7.0316 6.9251
H -8.3142 7.6644 5.1457
H -8.2348 5.9003 5.1818
Cl 7.7285 -2.2646 -5.5638
C 6.3733 -1.5651 -6.4822
C 6.0414 -0.1611 -6.0278
Cl 5.3391 -0.1334 -4.3903
H 5.5168 -2.2315 -6.3818
H 6.6743 -1.5522 -7.5305
H 5.3009 0.2789 -6.6970
H 6.9229 0.4795 -6.0279
Cl 6.5442 0.7863 -0.1430
C 7.2273 -0.7465 0.4612
C 6.2115 -1.8654 0.4552
Cl 4.9284 -1.6137 1.6663
H 7.6226 -0.5694 1.4605
H 8.0612 -0.9999 -0.1943
H 6.7012 -2.8076 0.7037
H 5.7385 -1.9745 -0.5209
Cl -5.1650 -3.9865 2.0949
C -6.1974 -5.3606 2.5725
C -7.6270 -5.1843 2.1152
Cl -8.4529 -3.8689 2.9891
H -6.1332 -5.4706 3.6547
H -5.7696 -6.2513 2.1144
H -8.1911 -6.0976 2.3094
H -7.6831 -4.9691 1.0482
Cl -6.5742 -8.6888 2.8121
C -7.6147 -10.0535 3.2927
C -9.0431 -9.8680 2.8322
Cl -9.8615 -8.5443 3.6995
H -7.5524 -10.1606 4.3752
H -7.1925 -10.9497 2.8372
H -9.6147 -10.7759 3.0274
H -9.0954 -9.6556 1.7646
Cl 7.1848 -1.1905 4.6357
C 7.0524 -2.9588 4.7854
C 8.3668 -3.6532 4.5083
Cl 8.8429 -3.5312 2.7941
H 6.2690 -3.2976 4.1069
H 6.7317 -3.1671 5.8068
H 8.2788 -4.7159 4.7373
H 9.1735 -3.2402 5.1132
Cl -2.2468 -5.1084 6.9642
C -3.0407 -3.6421 7.5928
C -3.6704 -3.8702 8.9487
Cl -5.0794 -4.9570 8.8612
H -3.7773 -3.3159 6.8584
H -2.2705 -2.8733 7.6673
H -4.0268 -2.9223 9.3540
H -2.9581 -4.2962 9.6549
Cl 9.9427 0.8814 1.0911
C 11.6239 0.6969 0.5349
C 11.6980 0.2780 -0.9163
Cl 11.1130 -1.3869 -1.1653
H 12.1189 -0.0227 1.1867
H 12.1096 1.6646 0.6661
H 12.7341 0.3036 -1.2559
H 11.1135 0.9406 -1.5546
```

highest occupied orbital energy: -11.18 eV
net charge: +1
strongest force on any atom: 0.0695 hartree/bohr